Molecular formula: C23H38IN3O9PRuSSb
Method: DFT, wB97M-V/def2-TZVPD

<S²> ... 8.759
Total charge ... +1
2S+1 ... 6
Gap between HOMO and LUMO (alpha / beta) ... 8.29 / 7.18 eV
LUMO (alpha / beta) ... -0.07551 / -0.12822 Eh

```
78
C23H38IN3O9PRuSSb (wB97M-V/def2-TZVPD)
H -2.08 0.33 0.39
C -0.93 2.83 -5.75
S -0.64 -2.59 -0.84
C -1.11 1.06 -4.14
C -5.18 -2.35 -0.56
H -0.12 4.69 -5.03
C -0.40 3.68 -4.78
O -0.10 -1.92 0.43
O -0.65 0.18 -1.50
H -5.15 -2.56 -2.69
C 2.03 -0.61 -1.92
C -3.17 -2.56 -1.89
H 3.79 3.72 0.07
O 0.13 2.13 -0.88
H 6.00 1.26 -0.13
P 3.91 1.52 1.04
C -0.33 2.74 1.76
H 1.66 -3.30 4.14
H 1.72 3.03 2.10
H -0.80 -4.88 -1.37
C -6.69 -2.26 -0.47
C 3.06 3.04 0.50
I -1.19 3.54 -7.69
H 0.17 3.85 -2.71
H -7.16 -3.04 -1.07
C -4.55 -2.50 -1.79
H -7.04 -2.37 0.55
Sb 0.99 -0.94 3.02
H 2.59 0.81 4.28
H 3.22 3.67 2.48
H 2.12 -3.31 2.41
H -0.95 -4.57 0.40
H 5.56 -0.92 -1.09
H -1.38 0.05 -3.88
H -2.69 -2.66 -2.86
H -7.04 -1.30 -0.85
H 3.52 -0.63 3.82
N 2.49 3.64 1.77
H 2.26 2.86 -0.21
C -0.60 -0.80 4.43
O 2.88 0.39 1.24
C -0.23 3.20 -3.48
H 0.67 -4.48 -0.41
O -0.22 3.96 1.81
H -1.69 0.87 -6.21
C -4.39 -2.27 0.59
H 5.14 -0.97 0.48
H -1.48 -1.35 4.09
N 4.92 -0.56 -0.41
H -2.34 2.29 2.21
C 1.33 -3.04 3.13
C -1.28 1.52 -5.44
H -1.59 0.10 1.94
C -0.41 -4.32 -0.51
H 4.63 1.36 -1.28
C 4.98 0.95 -0.33
H -2.39 -2.27 1.41
H -2.01 2.62 0.52
H 2.06 4.54 1.64
H 3.92 -0.90 -0.66
C -0.59 1.90 -3.16
O 4.73 1.93 2.21
H -0.25 -1.23 5.37
C -0.37 1.39 -1.78
O 2.45 -1.50 -1.11
Ru 0.80 0.24 0.33
O 2.25 0.63 -1.80
H 0.42 -3.58 2.88
H 2.44 -0.69 5.26
C -1.64 2.10 1.40
H 1.39 -0.97 -2.73
N -1.47 0.67 1.12
C -2.41 -2.49 -0.73
O 0.65 1.88 2.01
H -4.87 -2.15 1.56
C -3.01 -2.33 0.51
C 2.58 -0.28 4.25
H -0.86 0.25 4.59
```

Charges computed using Mulliken, reported in e: atom 1 (H): 0.1714, atom 2 (C): -0.0607, atom 3 (S): 0.3864, atom 4 (C): -0.2628, atom 5 (C): 0.8936, atom 6 (H): 0.3805, atom 7 (C): -0.7163, atom 8 (O): -0.1503, atom 9 (O): -0.5225, atom 10 (H): 0.4003, atom 11 (C): 0.0034, atom 12 (C): -0.6414, atom 13 (H): 0.6851, atom 14 (O): -0.7525, atom 15 (H): 0.5373, atom 16 (P): 0.7723, atom 17 (C): 0.8313, atom 18 (H): 0.4413, atom 19 (H): -0.0482, atom 20 (H): 0.3879, atom 21 (C): -1.5205, atom 22 (C): -0.3065, atom 23 (I): 0.1149, atom 24 (H): 0.4652, atom 25 (H): 0.3918, atom 26 (C): -0.7020, atom 27 (H): 0.3577, atom 28 (Sb): 0.9004, atom 29 (H): 0.3328, atom 30 (H): 0.3966, atom 31 (H): 0.3533, atom 32 (H): 0.3759, atom 33 (H): 0.4183, atom 34 (H): 0.4327, atom 35 (H): 0.3859, atom 36 (H): 0.3170, atom 37 (H): 0.3079, atom 38 (N): -0.1709, atom 39 (H): -0.1502, atom 40 (C): -1.3702, atom 41 (O): -0.2655, atom 42 (C): -0.3381, atom 43 (H): 0.4170, atom 44 (O): -0.7458, atom 45 (H): 0.3912, atom 46 (C): -0.7426, atom 47 (H): 0.3757, atom 48 (H): 0.3511, atom 49 (N): -0.0777, atom 50 (H): 0.5676, atom 51 (C): -1.2423, atom 52 (C): -0.6214, atom 53 (H): 0.1297, atom 54 (C): -1.2314, atom 55 (H): 0.3334, atom 56 (C): -0.8527, atom 57 (H): 0.4685, atom 58 (H): 0.2216, atom 59 (H): 0.4461, atom 60 (H): 0.0761, atom 61 (C): 0.0510, atom 62 (O): -0.8752, atom 63 (H): 0.5201, atom 64 (C): 0.4250, atom 65 (O): -0.8598, atom 66 (Ru): 1.3434, atom 67 (O): -0.5866, atom 68 (H): 0.2678, atom 69 (H): 0.5443, atom 70 (C): -0.9673, atom 71 (H): 0.5313, atom 72 (N): -0.0236, atom 73 (C): 0.7412, atom 74 (O): -0.6432, atom 75 (H): 0.3726, atom 76 (C): -0.6491, atom 77 (C): -1.3069, atom 78 (H): 0.3885



Molecular formula: C23H38N3O9
Method: DFT, wB97M-V/def2-TZVPD

Total charge ... +1
Gap between HOMO and LUMO ... 8.83 eV
LUMO ... -0.09884 Eh

```
73
C23H38N3O9 (wB97M-V/def2-TZVPD)
O 0.34 -3.04 5.41
O -6.36 -1.16 1.79
C 5.10 -1.57 -2.91
H 2.69 1.31 -0.20
C 0.46 4.77 -3.56
H 0.92 2.39 1.63
H 5.42 -2.96 0.28
H 2.82 1.21 1.55
H 0.65 2.26 -0.08
H 1.02 -1.28 -1.11
H 5.02 -0.50 -3.08
H -7.77 0.01 0.86
C -1.38 1.90 -2.78
C -0.49 0.95 -2.02
C -1.37 -1.29 0.94
H 4.14 -0.62 0.24
H 1.06 1.68 -2.81
H -3.06 -2.38 1.92
H -1.14 1.33 1.05
C -5.84 -0.05 -0.15
O -4.60 -0.45 3.00
C -6.99 -0.70 0.59
H 2.28 -1.03 1.58
H 5.76 -1.95 -3.69
C -2.15 -1.97 1.54
N -0.28 0.78 1.11
C -0.12 6.67 -2.48
H -1.79 6.41 -3.85
H 4.11 -2.00 -3.01
O -0.01 5.60 -4.51
O 0.96 3.71 -3.78
C -0.45 -0.41 0.21
O 0.76 -3.80 7.49
H -1.06 1.95 -3.82
H 6.73 -2.21 -1.65
O -4.98 0.36 0.92
H 4.91 -3.80 -1.17
H 0.76 -2.17 0.35
H 0.77 7.30 -2.41
C 5.72 -1.85 -1.52
C 0.10 -3.81 6.51
C -1.18 -0.03 -1.09
C -5.25 -0.42 2.00
C -0.73 6.66 -3.86
C 0.89 -1.17 -0.04
H -0.24 0.46 2.08
H 5.83 -0.89 -1.01
H -6.14 0.81 -0.74
C 2.16 -0.58 0.59
H 3.12 -2.96 0.48
C -0.51 -3.48 4.35
C 4.92 -2.83 -0.68
H -0.58 7.59 -4.40
H -2.19 0.33 -0.89
N 0.78 0.96 -2.13
N 3.32 -0.97 -0.23
C -1.64 -4.15 5.11
H -5.30 -0.76 -0.78
C 0.87 1.68 0.81
H 0.05 -4.19 3.73
C 2.20 0.95 0.70
O -1.00 -4.58 6.30
H -0.82 6.94 -1.70
H -2.07 -5.00 4.58
H 2.85 -2.76 -1.24
O 0.29 5.29 -2.33
H -7.44 -1.53 0.05
H -0.83 -2.64 3.75
H -1.33 2.89 -2.32
H -1.30 -0.97 -1.64
H -2.42 1.60 -2.77
H -2.44 -3.45 5.37
C 3.46 -2.41 -0.41
```

Charges computed using Mulliken, reported in e: atom 1 (O): -0.3442, atom 2 (O): -0.3139, atom 3 (C): -1.0472, atom 4 (H): 0.3990, atom 5 (C): 0.6199, atom 6 (H): 0.4897, atom 7 (H): 0.3454, atom 8 (H): 0.5485, atom 9 (H): 0.1563, atom 10 (H): 0.4697, atom 11 (H): 0.2349, atom 12 (H): 0.2746, atom 13 (C): -1.5342, atom 14 (C): 0.6717, atom 15 (C): -2.5226, atom 16 (H): 0.2907, atom 17 (H): 0.2849, atom 18 (H): 0.6168, atom 19 (H): 0.4776, atom 20 (C): -0.2883, atom 21 (O): -0.5298, atom 22 (C): -0.3719, atom 23 (H): 0.3761, atom 24 (H): 0.3563, atom 25 (C): -0.0200, atom 26 (N): 0.1129, atom 27 (C): -0.3187, atom 28 (H): 0.2523, atom 29 (H): 0.2705, atom 30 (O): -0.3157, atom 31 (O): -0.5365, atom 32 (C): 2.5461, atom 33 (O): -0.4969, atom 34 (H): 0.4451, atom 35 (H): 0.4357, atom 36 (O): -0.2806, atom 37 (H): 0.3578, atom 38 (H): 0.7383, atom 39 (H): 0.2838, atom 40 (C): -0.3755, atom 41 (C): 0.6031, atom 42 (C): -1.4894, atom 43 (C): 0.6367, atom 44 (C): -0.3427, atom 45 (C): -2.1209, atom 46 (H): 0.5296, atom 47 (H): 0.2436, atom 48 (H): 0.3499, atom 49 (C): 0.4005, atom 50 (H): 0.2902, atom 51 (C): 0.1129, atom 52 (C): -1.0213, atom 53 (H): 0.3029, atom 54 (H): 0.4423, atom 55 (N): -0.2750, atom 56 (N): -0.1842, atom 57 (C): -0.3410, atom 58 (H): 0.2258, atom 59 (C): -0.8076, atom 60 (H): 0.2146, atom 61 (C): -0.8376, atom 62 (O): -0.3334, atom 63 (H): 0.2865, atom 64 (H): 0.3124, atom 65 (H): 0.3279, atom 66 (O): -0.2799, atom 67 (H): 0.2999, atom 68 (H): -0.1169, atom 69 (H): 0.1489, atom 70 (H): 0.4983, atom 71 (H): 0.4544, atom 72 (H): 0.2997, atom 73 (C): -0.5888



Molecular formula: C23H39AsLaN4O2
Method: DFT, wB97M-V/def2-TZVPD

Energy above the lowest of the compared OMol25 structures with the same formula, charge and spin ... 0.00 kcal per mole
Total charge ... +3
Gap between HOMO and LUMO ... 7.46 eV
LUMO ... -0.30844 Eh

```
70
C23H39AsLaN4O2 (wB97M-V/def2-TZVPD)
H 9.29 18.97 5.92
N 9.33 10.35 6.94
H 10.22 17.95 9.26
C 14.29 13.64 7.72
H 9.50 14.24 11.42
O 10.09 14.38 8.97
H 9.53 10.18 9.63
C 11.49 13.73 12.21
H 15.01 13.71 8.47
C 9.99 9.07 6.53
H 11.27 13.73 13.29
C 11.62 18.32 6.25
C 13.35 13.60 10.68
N 10.59 17.97 7.22
H 5.34 17.31 8.95
H 6.70 17.00 9.99
H 14.43 13.49 10.50
H 11.30 7.61 7.40
H 13.33 12.98 12.79
H 14.22 12.58 7.49
C 9.42 18.97 7.01
C 5.21 15.36 6.82
H 8.05 9.19 9.85
C 6.61 14.25 9.26
C 9.57 11.52 6.53
H 5.60 14.10 9.56
H 11.55 9.23 8.17
O 12.12 14.64 7.42
H 11.54 20.47 5.61
C 12.45 13.98 9.59
H 9.50 21.23 7.02
H 7.08 13.30 8.88
H 8.55 18.57 7.55
N 9.66 12.62 6.13
La 9.88 15.03 6.82
H 11.68 21.23 8.05
H 13.15 19.97 6.42
C 10.56 14.10 11.22
C 9.68 8.15 8.76
H 7.17 14.59 10.09
C 9.82 20.35 7.53
H 11.82 19.85 9.77
As 6.85 15.60 7.89
C 11.07 18.04 8.62
C 8.89 9.41 9.19
C 11.84 19.33 8.80
H 7.52 9.55 7.63
H 12.57 17.70 6.44
H 12.93 19.23 8.59
C 12.79 13.39 11.92
H 9.02 7.47 8.29
H 11.69 17.17 8.88
C 6.41 17.21 9.02
H 5.18 15.91 5.87
H 14.59 14.25 6.92
H 5.11 14.33 6.67
H 11.34 17.99 5.26
H 10.05 7.61 9.66
H 7.92 11.16 8.27
H 9.47 20.34 8.56
C 8.31 10.14 8.01
C 11.00 14.17 9.87
C 12.94 14.12 8.26
H 9.22 8.35 6.14
H 6.97 18.01 8.60
C 12.01 19.85 6.37
C 10.76 8.54 7.71
H 10.67 9.31 5.73
H 4.33 15.68 7.41
N 11.34 20.31 7.67
```

Charges computed using Mulliken, reported in e: atom 1 (H): 0.4327, atom 2 (N): 0.0645, atom 3 (H): 0.4389, atom 4 (C): -1.3768, atom 5 (H): 0.4048, atom 6 (O): -0.2349, atom 7 (H): 0.2182, atom 8 (C): -0.4469, atom 9 (H): 0.4981, atom 10 (C): -0.7347, atom 11 (H): 0.3937, atom 12 (C): -0.5629, atom 13 (C): -0.7722, atom 14 (N): 0.2464, atom 15 (H): 0.3993, atom 16 (H): 0.4074, atom 17 (H): 0.3024, atom 18 (H): 0.3480, atom 19 (H): 0.3963, atom 20 (H): 0.3208, atom 21 (C): 0.3606, atom 22 (C): -1.1793, atom 23 (H): 0.3697, atom 24 (C): -0.4212, atom 25 (C): 0.7695, atom 26 (H): 0.4906, atom 27 (H): 0.1910, atom 28 (O): -0.3207, atom 29 (H): 0.3243, atom 30 (C): 0.8088, atom 31 (H): 0.3898, atom 32 (H): -0.2647, atom 33 (H): -0.6237, atom 34 (N): -0.7118, atom 35 (La): 1.6568, atom 36 (H): 0.3695, atom 37 (H): 0.3656, atom 38 (C): -0.6329, atom 39 (C): -0.8429, atom 40 (H): 0.2091, atom 41 (C): -0.7871, atom 42 (H): 0.3859, atom 43 (As): 0.2512, atom 44 (C): -0.1955, atom 45 (C): -0.3871, atom 46 (C): -0.8744, atom 47 (H): 0.3348, atom 48 (H): 0.2043, atom 49 (H): 0.3588, atom 50 (C): -0.7490, atom 51 (H): 0.3850, atom 52 (H): -0.0368, atom 53 (C): -1.1657, atom 54 (H): 0.3734, atom 55 (H): 0.3805, atom 56 (H): 0.4005, atom 57 (H): 0.5304, atom 58 (H): 0.3448, atom 59 (H): -0.2255, atom 60 (H): 0.4090, atom 61 (C): -0.2339, atom 62 (C): 0.3823, atom 63 (C): 0.4816, atom 64 (H): 0.3325, atom 65 (H): 0.3235, atom 66 (C): -0.6270, atom 67 (C): -0.3546, atom 68 (H): 0.4057, atom 69 (H): 0.3880, atom 70 (N): -0.0868